<A>
Entry from the Open Molecules 2025 dataset: a 2-piece molecular cluster, C4H12 overall (ωB97M-V with the def2-TZVPD basis set).

The orbital gap comes out at 12.60 eV.

Each line ends with the natural charge from an NBO analysis.
Positions of all 16 atoms, in Å:
C (1.4750, -2.0859, 1.4827)  -0.6141
C (0.0472, -1.6263, 1.8163)  -0.6117
H (2.2533, -1.4670, 1.9438)  0.2059
H (1.7994, -3.0339, 1.9397)  0.2031
H (1.6574, -2.0923, 0.3936)  0.2048
H (-0.1107, -1.4973, 2.8982)  0.2041
H (-0.0357, -0.6412, 1.3563)  0.2000
H (-0.7978, -2.1623, 1.4179)  0.2080
C (-0.9798, 1.4310, -2.2922)  -0.6108
C (-0.5823, 2.2316, -1.0523)  -0.6125
H (-2.0550, 1.4003, -2.4684)  0.2070
H (-0.4910, 1.8232, -3.1778)  0.2022
H (-0.5835, 0.4155, -2.1367)  0.2027
H (0.2135, 1.8219, -0.4494)  0.2062
H (-1.4189, 2.2189, -0.3170)  0.2011
H (-0.3912, 3.2639, -1.3548)  0.2040

=====

<B>
Entry from the Open Molecules 2025 dataset: a 2-piece molecular cluster, C4H12 overall (ωB97M-V with the def2-TZVPD basis set).

The orbital gap comes out at 12.47 eV.

Each line ends with the natural charge from an NBO analysis.
Positions of all 16 atoms, in Å:
C (1.2197, 0.4842, 2.4008)  -0.6118
C (0.3917, -0.7149, 1.9283)  -0.6029
H (1.6493, 0.9563, 1.5238)  0.2055
H (0.6531, 1.0650, 3.1313)  0.2072
H (2.0773, 0.1875, 3.0325)  0.1977
H (1.0425, -1.5124, 1.5480)  0.2011
H (-0.2660, -0.3424, 1.1535)  0.2015
H (-0.1053, -1.1681, 2.7871)  0.2013
C (-0.3333, 0.4469, -1.7039)  -0.6206
C (-1.3254, -0.2301, -2.6443)  -0.6189
H (0.7099, 0.1659, -1.8649)  0.2064
H (-0.1433, 1.5282, -1.6920)  0.2062
H (-0.5904, 0.3225, -0.6462)  0.1980
H (-2.3480, -0.3932, -2.3177)  0.2122
H (-0.9271, -1.2366, -2.8185)  0.2075
H (-1.2514, 0.3935, -3.5417)  0.2097

=====

<C>
Entry from the Open Molecules 2025 dataset: a 2-piece molecular cluster, C4H12 overall (ωB97M-V with the def2-TZVPD basis set).

The orbital gap comes out at 12.73 eV.

Each line ends with the natural charge from an NBO analysis.
Positions of all 16 atoms, in Å:
C (1.8357, 1.7227, -1.6595)  -0.6054
C (0.4986, 1.8549, -0.9482)  -0.6098
H (2.4468, 2.5766, -1.3899)  0.2051
H (2.3548, 0.8282, -1.3166)  0.2016
H (1.7875, 1.6109, -2.7442)  0.2028
H (0.7123, 1.8870, 0.1245)  0.1997
H (-0.2603, 1.0773, -1.0045)  0.2052
H (-0.0085, 2.7872, -1.1973)  0.2010
C (-1.7756, -2.1833, 0.9097)  -0.6153
C (-0.6209, -1.4279, 1.5748)  -0.6160
H (-2.4275, -1.4932, 0.3834)  0.2099
H (-1.3942, -2.9131, 0.1939)  0.2048
H (-2.2430, -2.7924, 1.6828)  0.2073
H (0.3445, -1.9384, 1.6395)  0.2054
H (-0.4447, -0.4383, 1.1424)  0.2022
H (-0.8053, -1.1582, 2.6093)  0.2015

=====

<D>
Entry from the Open Molecules 2025 dataset: a 2-piece molecular cluster, C4H12 overall (ωB97M-V with the def2-TZVPD basis set).

The orbital gap comes out at 12.50 eV.

Each line ends with the natural charge from an NBO analysis.
Positions of all 16 atoms, in Å:
C (-1.5965, 1.1697, -0.1560)  -0.6168
C (-1.8064, 1.4131, 1.3276)  -0.6140
H (-0.6204, 1.4916, -0.5320)  0.2029
H (-1.6638, 0.0894, -0.2999)  0.2066
H (-2.2584, 1.6776, -0.8582)  0.2077
H (-0.8491, 1.4222, 1.8524)  0.2051
H (-2.3644, 2.3161, 1.5871)  0.2063
H (-2.3967, 0.5976, 1.7440)  0.2027
C (1.0097, -1.3134, -0.3278)  -0.6020
C (2.4572, -1.2661, -0.8850)  -0.6256
H (0.8817, -2.1742, 0.3399)  0.1947
H (0.7343, -0.4816, 0.3225)  0.2014
H (0.3082, -1.4840, -1.1463)  0.1988
H (2.5169, -0.3586, -1.4890)  0.2024
H (2.5478, -2.2140, -1.3952)  0.2179
H (3.0998, -0.8854, -0.0841)  0.2120

=====

How do the energies compare? Relative to the most stable structure, in kJ/mol: <A> 7.8; <B> 35.8; <C> 0.0; <D> 28.8.

=====

<A>
Entry from the Open Molecules 2025 dataset: a 2-piece molecular cluster, C4H12 overall (ωB97M-V with the def2-TZVPD basis set).

The orbital gap comes out at 12.24 eV.

Each line ends with the natural charge from an NBO analysis.
Positions of all 16 atoms, in Å:
C (-0.3493, 1.9519, 1.3220)  -0.6159
C (-0.1419, 1.9966, -0.1518)  -0.6111
H (-0.5687, 0.8749, 1.4453)  0.2036
H (0.5857, 2.1790, 1.7489)  0.2090
H (-1.1978, 2.6197, 1.8047)  0.2072
H (0.9720, 2.2441, -0.3812)  0.2007
H (-0.5797, 2.7738, -0.6474)  0.2055
H (-0.5393, 1.1807, -0.7184)  0.2021
C (-0.0873, -2.6152, -0.7084)  -0.5991
C (0.5680, -1.3404, -0.3598)  -0.5996
H (0.2842, -3.3038, -1.6161)  0.2024
H (-0.0049, -3.2974, 0.0655)  0.1987
H (-1.1468, -2.2553, -0.9392)  0.1978
H (1.6996, -1.5367, -0.2096)  0.1973
H (0.1090, -0.7763, 0.4883)  0.2031
H (0.3973, -0.6955, -1.1427)  0.1984

=====

<B>
Entry from the Open Molecules 2025 dataset: a 2-piece molecular cluster, C4H12 overall (ωB97M-V with the def2-TZVPD basis set).

The orbital gap comes out at 12.69 eV.

Each line ends with the natural charge from an NBO analysis.
Positions of all 16 atoms, in Å:
C (1.9918, 1.5629, -0.3947)  -0.6080
C (1.7411, 0.5119, 0.6907)  -0.6077
H (2.6569, 1.2307, -1.1886)  0.2044
H (1.0425, 1.8727, -0.8186)  0.2017
H (2.4036, 2.4660, 0.0698)  0.2031
H (0.8454, 0.8159, 1.2441)  0.1983
H (2.5050, 0.5334, 1.4812)  0.2020
H (1.6319, -0.5051, 0.3282)  0.2070
C (-2.4101, -0.7415, -0.5579)  -0.6079
C (-1.2854, -1.3624, 0.2478)  -0.6106
H (-2.8292, -1.3492, -1.3649)  0.2070
H (-3.2202, -0.4361, 0.1057)  0.1998
H (-2.1070, 0.1766, -1.0740)  0.1991
H (-0.7721, -0.7364, 0.9682)  0.2115
H (-0.5467, -1.7569, -0.4507)  0.1985
H (-1.6476, -2.2824, 0.7139)  0.2018

=====

How do the energies compare? Relative to the most stable structure, in kJ/mol: <A> 134.6; <B> 0.0.

=====

<A>
Entry from the Open Molecules 2025 dataset: a 2-piece molecular cluster, C4H12 overall (ωB97M-V with the def2-TZVPD basis set).

The orbital gap comes out at 11.74 eV.

Each line ends with the natural charge from an NBO analysis.
Positions of all 16 atoms, in Å:
C (0.9719, 1.2460, -2.3138)  -0.6157
C (0.9394, 2.0437, -0.9837)  -0.6069
H (-0.0389, 1.2229, -2.8034)  0.1967
H (1.6155, 1.7246, -3.0210)  0.2026
H (1.1289, 0.1546, -2.2880)  0.2089
H (0.2440, 2.9502, -1.1166)  0.2053
H (1.9169, 2.5149, -1.0053)  0.2022
H (0.8245, 1.4645, -0.1513)  0.2068
C (-1.5787, -2.0155, 1.5530)  -0.6457
C (-0.3233, -1.2951, 1.7430)  -0.6160
H (-2.4654, -1.5062, 2.0144)  0.2170
H (-1.7583, -2.4382, 0.5724)  0.2212
H (-1.8172, -2.7124, 2.4321)  0.2139
H (0.4082, -1.7357, 2.4107)  0.2051
H (-0.4917, -0.3972, 2.1232)  0.2025
H (0.3779, -1.1173, 0.8416)  0.2021

=====

<B>
Entry from the Open Molecules 2025 dataset: a 2-piece molecular cluster, C4H12 overall (ωB97M-V with the def2-TZVPD basis set).

The orbital gap comes out at 12.74 eV.

Each line ends with the natural charge from an NBO analysis.
Positions of all 16 atoms, in Å:
C (-0.1262, 0.7242, 2.7141)  -0.6120
C (1.1425, 0.7270, 1.8206)  -0.5986
H (-0.4934, 1.7041, 3.1368)  0.2040
H (-0.8953, 0.3464, 2.0923)  0.1981
H (-0.1344, 0.0207, 3.5390)  0.2044
H (0.9649, 1.1403, 0.9028)  0.2020
H (1.5574, -0.2914, 1.7382)  0.2057
H (1.9471, 1.3365, 2.3444)  0.1968
C (-0.3618, -0.4723, -1.6167)  -0.5977
C (-0.6515, -1.0194, -3.0433)  -0.6168
H (0.7425, -0.6219, -1.2134)  0.1969
H (-0.5310, 0.6586, -1.6347)  0.1961
H (-0.9302, -0.8678, -0.8566)  0.1966
H (-1.6888, -1.2877, -3.0470)  0.2040
H (-0.0280, -1.9451, -3.2337)  0.2099
H (-0.5139, -0.1522, -3.6429)  0.2104

=====

How do the energies compare? Relative to the most stable structure, in kJ/mol: <A> 79.1; <B> 0.0.

=====

<A>
Entry from the Open Molecules 2025 dataset: a 2-piece molecular cluster, C4H12 overall (ωB97M-V with the def2-TZVPD basis set).

The orbital gap comes out at 12.52 eV.

Each line ends with the natural charge from an NBO analysis.
Positions of all 16 atoms, in Å:
C (-2.3023, -0.5013, -0.0016)  -0.6109
C (-2.5071, 0.6234, 1.0352)  -0.6182
H (-1.3351, -0.9051, 0.2518)  0.2054
H (-2.3569, -0.0894, -1.0106)  0.2058
H (-3.1389, -1.2058, 0.0125)  0.2049
H (-3.0232, 0.3782, 1.9723)  0.2078
H (-3.2763, 1.3608, 0.7591)  0.2018
H (-1.5321, 1.0859, 1.1954)  0.2035
C (2.2451, -0.5219, 0.0496)  -0.6273
C (2.5840, 0.3144, -1.1575)  -0.6211
H (2.8107, -1.4554, 0.1457)  0.2083
H (1.2224, -0.8121, 0.3347)  0.2097
H (2.6288, -0.0007, 0.9391)  0.2048
H (2.6519, 1.3889, -0.9525)  0.2064
H (3.5045, -0.0155, -1.6305)  0.2112
H (1.8246, 0.3557, -1.9426)  0.2079

=====

<B>
Entry from the Open Molecules 2025 dataset: a 2-piece molecular cluster, C4H12 overall (ωB97M-V with the def2-TZVPD basis set).

The orbital gap comes out at 12.16 eV.

Each line ends with the natural charge from an NBO analysis.
Positions of all 16 atoms, in Å:
C (-2.6807, 1.1578, 0.1658)  -0.6122
C (-1.2110, 0.5080, -0.0660)  -0.6408
H (-2.9769, 1.8902, -0.5947)  0.2069
H (-3.4187, 0.3494, 0.2698)  0.2052
H (-2.6086, 1.6493, 1.1560)  0.2021
H (-1.2203, -0.2365, -0.9413)  0.2055
H (-0.3839, 1.3039, -0.1541)  0.2193
H (-1.0551, -0.3362, 0.7279)  0.2142
C (1.9450, -0.3858, -0.7328)  -0.6077
C (1.9489, -1.2441, 0.5941)  -0.6064
H (2.3315, -0.9590, -1.4915)  0.2032
H (0.8294, -0.1949, -0.9733)  0.2039
H (2.3314, 0.6005, -0.4276)  0.2069
H (1.8440, -0.6141, 1.3890)  0.2008
H (2.9918, -1.5183, 0.7415)  0.1958
H (1.3227, -2.1493, 0.5314)  0.2035

=====

How do the energies compare? Relative to the most stable structure, in kJ/mol: <A> 0.0; <B> 54.7.

=====

<A>
Entry from the Open Molecules 2025 dataset: a 2-piece molecular cluster, C4H12 overall (ωB97M-V with the def2-TZVPD basis set).

The orbital gap comes out at 12.68 eV.

Each line ends with the natural charge from an NBO analysis.
Positions of all 16 atoms, in Å:
C (1.0973, 0.4487, 1.8484)  -0.6056
C (0.4472, -0.9029, 2.2686)  -0.6162
H (1.7663, 0.2484, 1.0256)  0.2008
H (0.3788, 1.2068, 1.5518)  0.2046
H (1.6791, 0.8987, 2.6594)  0.1995
H (0.3812, -1.4099, 1.3002)  0.1998
H (-0.5850, -0.7806, 2.5744)  0.2080
H (1.0844, -1.5444, 2.8649)  0.2095
C (-0.4197, 0.1949, -1.3465)  -0.6259
C (-1.1300, 0.2531, -2.7442)  -0.6150
H (0.0907, 1.1733, -1.3225)  0.2031
H (-1.1129, 0.4107, -0.5462)  0.2104
H (0.2859, -0.6082, -1.2257)  0.2111
H (-1.0856, -0.7007, -3.2691)  0.2058
H (-0.7169, 1.0930, -3.2846)  0.2058
H (-2.2116, 0.3533, -2.6290)  0.2042

=====

<B>
Entry from the Open Molecules 2025 dataset: a 2-piece molecular cluster, C4H12 overall (ωB97M-V with the def2-TZVPD basis set).

The orbital gap comes out at 12.95 eV.

Each line ends with the natural charge from an NBO analysis.
Positions of all 16 atoms, in Å:
C (1.9605, 0.4361, -0.2801)  -0.6043
C (2.1795, -0.0939, -1.6770)  -0.6041
H (2.8051, 1.0497, 0.0153)  0.2015
H (1.0566, 1.0306, -0.2182)  0.2031
H (1.9069, -0.3607, 0.4594)  0.2002
H (2.3559, 0.7280, -2.3711)  0.2008
H (3.0660, -0.7287, -1.7610)  0.2014
H (1.3350, -0.6758, -2.0405)  0.2014
C (-1.7655, -0.1137, 0.3082)  -0.6085
C (-2.4557, -0.2260, 1.6459)  -0.6086
H (-0.8454, -0.6945, 0.3111)  0.2033
H (-2.3410, -0.4276, -0.5614)  0.2042
H (-1.4115, 0.8950, 0.0834)  0.1999
H (-2.8815, -1.2162, 1.7701)  0.2030
H (-1.7463, -0.1297, 2.4571)  0.2026
H (-3.2188, 0.5275, 1.8589)  0.2040

=====

<C>
Entry from the Open Molecules 2025 dataset: a 2-piece molecular cluster, C4H12 overall (ωB97M-V with the def2-TZVPD basis set).

The orbital gap comes out at 12.69 eV.

Each line ends with the natural charge from an NBO analysis.
Positions of all 16 atoms, in Å:
C (1.8515, 0.4835, 1.9554)  -0.6138
C (1.0776, -0.5243, 1.1010)  -0.6136
H (2.4590, 1.1855, 1.3791)  0.2037
H (1.0989, 1.0924, 2.4474)  0.2039
H (2.5220, 0.0449, 2.6865)  0.2070
H (1.5786, -1.4783, 0.9556)  0.2037
H (0.8986, -0.1845, 0.0800)  0.2053
H (0.0871, -0.7137, 1.5141)  0.2029
C (-1.6235, -0.7322, -1.3920)  -0.6178
C (-1.1884, 0.7019, -1.7452)  -0.6135
H (-1.9542, -0.7639, -0.3378)  0.1999
H (-2.5923, -0.9127, -1.8488)  0.2114
H (-0.8766, -1.5153, -1.4170)  0.2094
H (-0.2637, 1.0936, -1.3148)  0.2024
H (-1.9849, 1.2770, -1.2632)  0.2042
H (-1.0896, 0.9459, -2.8002)  0.2048

=====

<D>
Entry from the Open Molecules 2025 dataset: a 2-piece molecular cluster, C4H12 overall (ωB97M-V with the def2-TZVPD basis set).

The orbital gap comes out at 12.63 eV.

Each line ends with the natural charge from an NBO analysis.
Positions of all 16 atoms, in Å:
C (-0.2013, 1.6075, 0.7661)  -0.6189
C (0.3650, 1.7526, 2.1785)  -0.6209
H (-1.1543, 1.0927, 0.6526)  0.2081
H (-0.3406, 2.6128, 0.3558)  0.2036
H (0.5124, 1.2022, 0.0448)  0.2064
H (1.3617, 1.2963, 2.2637)  0.2048
H (-0.1571, 1.2473, 2.9829)  0.2100
H (0.4622, 2.8161, 2.3883)  0.2071
C (-0.4174, -1.4592, -0.8259)  -0.6227
C (0.2352, -1.9508, -2.1227)  -0.6200
H (0.3277, -1.1311, -0.0824)  0.2070
H (-1.0516, -0.5724, -0.8721)  0.2064
H (-1.1452, -2.1767, -0.4296)  0.2069
H (-0.0628, -1.3771, -3.0057)  0.2091
H (1.3095, -1.9786, -1.9630)  0.2076
H (-0.0435, -2.9815, -2.3313)  0.2055

=====

How do the energies compare? Relative to the most stable structure, in kJ/mol: <A> 53.6; <B> 0.0; <C> 36.4; <D> 42.3.